[1]
DFT (ωB97M-V/def2-TZVPD) results for C7H12NOS as an isolated structure.

Calculated values
- lowest unoccupied orbital energy (Ha) = -0.136
- Kohn-Sham gap (eV) = 10.21
- total energy (eV) = -21819.456
- energy relative to the best compared isomer or geometry (same formula, charge and spin) (kcal/mol) = 1.0

Geometry as ORCA input:
```
! RIJCOSX wB97M-V def2-TZVPD def2/J DEFGRID3
* xyz 1 1
C 0.720 0.858 0.082
C 4.115 -1.570 -0.292
C 0.995 1.972 -0.869
C 2.079 2.588 0.028
C -1.278 -1.986 1.273
C -0.969 -0.371 -1.081
C -0.011 -1.162 1.097
N -0.078 -0.163 0.033
O 5.174 -1.887 -0.510
S 1.832 1.296 1.306
H 1.363 1.648 -1.845
H 0.148 2.640 -1.037
H 3.087 2.542 -0.374
H 1.866 3.583 0.403
H -2.137 -1.356 1.487
H -1.489 -2.600 0.402
H -1.135 -2.649 2.122
H -2.003 -0.352 -0.736
H -0.775 -1.342 -1.538
H -0.824 0.406 -1.827
H 0.837 -1.821 0.880
H 0.212 -0.636 2.032
*
```

***

[2]
DFT (ωB97M-V/def2-TZVPD) results for C7H12NOS as an isolated structure at a distorted geometry.

Calculated values
- lowest unoccupied orbital energy (spin up / spin down) (Ha) = -0.107 / -0.280
- Kohn-Sham gap (spin up / spin down) (eV) = 8.49 / 5.55
- total energy (eV) = -21813.686
- energy relative to the best compared isomer or geometry (same formula, charge and spin) (kcal/mol) = 45.3
- ⟨S²⟩ = 2.014

Geometry as ORCA input:
```
! RIJCOSX wB97M-V def2-TZVPD def2/J DEFGRID3
* xyz 1 3
C -3.009 0.642 -0.172
C -0.844 -0.985 0.674
C 1.670 -0.200 0.454
C 0.354 -0.300 1.312
C -1.654 0.221 0.527
C -3.935 -0.504 -0.287
C 2.637 1.796 -0.912
N 1.825 1.213 0.214
O -3.169 1.817 -0.376
S -0.474 1.369 0.896
H -0.401 -1.353 -0.387
H -1.335 -1.777 1.289
H 2.424 -0.741 0.932
H 1.622 -0.692 -0.422
H 0.407 -0.351 2.330
H -4.164 -0.645 0.881
H -3.560 -1.386 -0.735
H -4.666 -0.176 -0.972
H 2.269 1.727 -1.942
H 2.812 2.805 -0.721
H 3.472 1.167 -1.043
H 2.021 1.497 1.148
*
```

***

[3]
DFT (ωB97M-V/def2-TZVPD) results for a 2-piece molecular cluster, C7H12O overall at a distorted geometry.

Calculated values
- lowest unoccupied orbital energy (Ha) = 0.034
- Kohn-Sham gap (eV) = 10.18
- total energy (eV) = -9498.727
- energy relative to the best compared isomer or geometry (same formula, charge and spin) (kcal/mol) = 48.2

Geometry as ORCA input:
```
! RIJCOSX wB97M-V def2-TZVPD def2/J DEFGRID3
* xyz 0 1
C 1.641 1.183 -0.427
C 0.950 0.409 0.392
C -0.294 -0.315 -0.064
C -0.288 -1.568 -0.477
C -1.507 0.527 0.070
C -2.229 0.972 -0.959
C -2.010 0.815 1.487
H 2.569 1.702 -0.220
H 1.182 1.480 -1.371
H 1.308 0.016 1.334
H 0.553 -2.228 -0.333
H -1.115 -2.054 -0.969
H -1.933 0.665 -1.958
H -3.106 1.592 -0.862
H -3.069 0.672 1.621
H -1.681 1.805 1.804
H -1.518 0.080 2.143
O 3.002 -1.658 -0.068
H 2.721 -2.141 -0.836
H 2.768 -0.735 -0.236
*
```

***

[4]
DFT (ωB97M-V/def2-TZVPD) results for a 2-piece molecular cluster, C7H12O overall at a distorted geometry.

Calculated values
- lowest unoccupied orbital energy (Ha) = 0.037
- Kohn-Sham gap (eV) = 10.46
- total energy (eV) = -9498.364
- energy relative to the best compared isomer or geometry (same formula, charge and spin) (kcal/mol) = 56.6

Geometry as ORCA input:
```
! RIJCOSX wB97M-V def2-TZVPD def2/J DEFGRID3
* xyz 0 1
C 0.434 1.920 -0.121
C -0.335 1.010 0.098
C -1.591 0.261 0.171
C -1.612 -0.820 -0.916
C -2.812 1.176 0.052
H 1.126 2.709 -0.213
H -1.620 -0.230 1.152
H -2.496 -1.451 -0.805
H -0.725 -1.452 -0.853
H -1.635 -0.360 -1.904
H -2.836 1.659 -0.925
H -3.729 0.599 0.169
H -2.792 1.950 0.817
C 3.321 -1.550 0.502
C 2.506 -0.294 0.532
O 2.944 0.790 0.250
H 2.945 -2.210 -0.277
H 4.375 -1.345 0.317
H 3.226 -2.069 1.454
H 1.305 -0.291 0.500
*
```